Entry from the Open Molecules 2025 dataset: a cluster of 2 separate species, C2ClF2OS in total at a distorted geometry (the ωB97M-V functional and the def2-TZVPD basis).

```
7
Properties=species:S:1:pos:R:3:mulliken_charge:R:1
C 0.926 0.404 0.450 0.5226
F -2.478 1.050 -0.622 -0.8116
Cl -0.914 -1.521 0.819 -0.1672
C -0.292 -0.305 -0.224 0.3035
O 0.880 1.061 1.457 -0.5153
S 2.193 -0.082 -0.421 -0.1714
F -0.315 -0.606 -1.458 -0.1607
```

Expectation value of S²: 2.009
Charge: -1
Frontier orbital gap (alpha / beta) in eV: 6.6 / 4.0
Spin multiplicity: 3
Energy relative to the best compared isomer or geometry (same formula, charge and spin) in eV: 1.687
HOMO energy (alpha / beta) in eV: -3.71 / -3.88